17
Properties=species:S:1:pos:R:3 method="wB97M-V/def2-TZVPD" gap_ev=9.692 mol_weight_g_mol=125.26 total_charge=0 e_homo_ha=-0.3326 lumo_ev=0.64 multiplicity=1
C -3.063 -0.311 0.359
S -4.629 -0.783 -0.478
S -4.098 -1.585 -2.295
H -2.713 0.579 -0.151
H -2.306 -1.095 0.302
H -3.243 -0.201 1.421
H -3.822 -2.889 -1.957
C 2.548 1.632 -0.021
C 2.542 0.128 -0.145
N 1.941 -0.555 1.030
H 3.445 2.042 0.470
H 2.562 2.245 -0.926
H 1.724 1.998 0.591
H 1.880 -0.146 -0.969
H 3.472 -0.397 -0.342
H 2.562 -0.740 1.796
H 1.198 0.078 1.315

---

17
Properties=species:S:1:pos:R:3 method="wB97M-V/def2-TZVPD" gap_ev=10.414 mol_weight_g_mol=110.09 total_charge=0 e_homo_ha=-0.3457 lumo_ev=1.01 multiplicity=1
C 2.031 0.549 0.302
C 0.879 -0.039 -0.545
O 1.359 -0.740 -1.675
C -0.102 -0.895 0.302
P -1.777 -0.002 0.367
O -3.291 0.852 0.336
H 2.223 -0.072 1.176
H 2.920 0.624 -0.324
H 1.783 1.554 0.644
H 0.330 0.814 -0.960
H 2.140 -1.224 -1.435
H 0.357 -1.051 1.282
H -0.243 -1.837 -0.236
H -1.103 1.221 0.694
H -2.021 -0.421 -0.978
H -2.252 -0.795 1.435
H -3.233 1.461 -0.387

---

17
Properties=species:S:1:pos:R:3 method="wB97M-V/def2-TZVPD" gap_ev=6.786 mol_weight_g_mol=111.19 total_charge=-1 e_homo_ha=-0.1102 lumo_ev=3.79 multiplicity=1
C 2.085 1.655 0.264
C 0.782 0.922 -0.059
C -0.330 1.112 1.013
S -1.839 0.080 0.622
H 2.818 1.029 0.704
H 1.704 2.636 0.895
H 2.480 2.173 -0.703
H 0.251 1.405 -0.916
H 0.832 -0.096 -0.291
H -0.612 2.127 0.784
H -0.073 0.932 2.040
H -1.078 0.136 -1.810
H -0.958 -1.068 -1.098
O -0.726 -0.721 -1.954
H 1.846 -2.033 0.121
H 0.622 -2.561 -0.481
O 1.523 -2.792 -0.109

---

17
Properties=species:S:1:pos:R:3 method="wB97M-V/def2-TZVPD" gap_ev=5.764 mol_weight_g_mol=111.19 total_charge=-1 e_homo_ha=-0.1562 lumo_ev=1.51 multiplicity=1
C -0.874 1.248 0.391
C -0.400 -0.185 0.518
C -0.270 -0.717 1.904
S 0.888 0.176 2.993
H -0.563 1.823 1.266
H -1.986 1.371 0.445
H -0.516 1.624 -0.576
H -0.867 -0.957 -0.081
H 0.741 -0.025 0.054
H 0.006 -1.776 1.867
H -1.255 -0.644 2.398
H 1.567 -0.066 -0.040
H 0.292 1.007 -3.412
O 0.275 0.790 -2.477
H 1.115 -1.495 -1.004
H 0.902 -0.598 -2.311
O 0.947 -1.579 -1.934

---

17
Properties=species:S:1:pos:R:3 method="wB97M-V/def2-TZVPD" gap_ev="11.560 / 8.134" mol_weight_g_mol=95.12 total_charge=0 e_homo_ha="-0.4007 / -0.4000" lumo_ev="0.66 / -2.75" s_squared=0.755 multiplicity=2
C -0.327 0.387 -0.465
O 0.363 -0.794 -0.679
C 0.195 1.058 0.780
C 0.088 2.571 0.931
H -0.245 1.136 -1.298
H -1.416 0.162 -0.513
H -0.434 0.651 1.594
H 1.209 0.675 0.867
H 0.259 3.016 -0.042
H -0.918 2.882 1.171
H 0.807 2.966 1.663
H 1.618 -3.018 1.103
H 1.380 -2.205 -0.117
O 1.578 -3.109 0.141
H -0.657 -1.869 -1.674
H -2.069 -2.209 -1.375
O -1.430 -2.300 -2.087

---

18
Properties=species:S:1:pos:R:3 method="wB97M-V/def2-TZVPD" gap_ev=7.176 mol_weight_g_mol=127.18 total_charge=-1 e_homo_ha=-0.1492 lumo_ev=3.12 multiplicity=1
C 0.284 1.202 0.120
O 0.947 0.287 0.893
C -1.036 0.656 -0.511
C -0.934 -0.822 -0.855
S -1.545 -1.218 -2.543
H 0.931 1.631 -0.680
H -0.010 2.141 0.654
H -1.958 0.829 0.058
H -1.192 1.360 -1.353
H -1.532 -1.384 -0.149
H 0.109 -1.102 -0.749
H -0.995 -2.436 -2.650
H 3.419 1.694 1.601
H 2.611 0.516 1.098
O 3.482 0.737 1.529
H 0.173 0.897 3.686
H 0.097 0.165 2.310
O -0.372 0.280 3.187

---

19
Properties=species:S:1:pos:R:3 method="wB97M-V/def2-TZVPD" gap_ev=8.709 mol_weight_g_mol=127.12 total_charge=-1 e_homo_ha=-0.1912 lumo_ev=3.51 multiplicity=1
O 3.243 -0.263 1.328
C 2.161 0.200 0.967
O 1.392 0.985 1.608
C 1.405 -0.373 -0.297
C 1.049 0.561 -1.435
H 2.137 -1.057 -0.720
H 0.535 -0.975 0.046
H -0.025 0.849 -1.264
H 1.761 1.332 -1.357
H 1.166 0.132 -2.433
H 0.136 1.065 1.334
H -1.032 1.093 2.601
O -1.031 1.147 1.649
H -1.765 -0.401 1.414
H -2.753 -1.325 0.935
O -1.915 -1.322 1.154
H -1.635 -0.989 -1.871
H -2.619 -0.194 -1.398
O -2.209 -0.463 -2.263

---

24
Properties=species:S:1:pos:R:3 method="wB97M-V/def2-TZVPD" gap_ev=5.266 mol_weight_g_mol=218.08 total_charge=0 e_homo_ha=-0.3418 lumo_ev=-4.04 multiplicity=1
Al 0.735 0.466 -0.362
P 3.705 2.162 -0.860
O 2.813 2.232 0.429
O 4.745 1.047 -0.591
O 4.237 3.625 -0.946
O 2.644 1.838 -1.945
C -2.388 0.260 -2.790
O -1.913 0.982 -1.656
H -2.354 0.866 -3.695
H -1.795 -0.644 -2.924
H -3.401 -0.093 -2.597
H -2.509 1.705 -1.445
C -2.887 0.395 1.498
O -1.740 -0.276 1.142
H -2.762 1.457 1.282
H -3.800 0.033 1.025
H -3.021 0.308 2.576
H -1.852 -1.143 1.536
C 1.770 -2.855 1.665
O 1.795 -1.466 1.659
H 2.402 -3.314 0.905
H 2.170 -3.237 2.604
H 0.757 -3.252 1.598
H 2.651 -1.099 1.892

---

Computed ΔE to the lowest compared entry with this formula, charge and spin (eV) in order:
0.5286 0.0000 1.7794 5.7648 0.2736 0.2469 1.6314 1.4211